22 unconnected molecules or ions with the total composition C77H175B8F32N21O7 at a distorted geometry, computed with ωB97M-V with the def2-TZVPD basis set.

The value obtained for the HOMO energy is -18.023 eV. Its HOMO-LUMO gap is 8.629 eV. As for the calculated total energy: -220675.785 eV. Its max |F| is 5.59 eV Å⁻¹.

Geometry as ORCA input:
```
! RIJCOSX wB97M-V def2-TZVPD def2/J DEFGRID3
* xyz 6 1
C -9.3483 -2.9725 -1.2785
C -8.7028 -3.9097 -0.1770
N -8.5824 -3.3084 1.1534
C -8.9649 -3.9306 2.3702
C -8.8024 -3.0962 3.4214
N -8.3697 -1.8886 2.8726
C -8.1864 -2.0980 1.4972
C -7.8769 -0.7348 3.5507
H -10.3323 -2.5856 -1.0138
H -9.3600 -3.3910 -2.2849
H -8.7371 -2.0916 -1.4750
H -7.6833 -4.2205 -0.4051
H -9.3023 -4.8192 -0.1393
H -9.4054 -4.9141 2.4401
H -8.8126 -3.2290 4.4931
H -7.8122 -1.3246 0.8428
H -7.0304 -0.3389 2.9894
H -7.5198 -0.9079 4.5659
H -8.6130 0.0655 3.4744
C 4.1945 -8.8765 3.2722
C 2.9450 -8.2528 2.5548
N 2.3301 -7.2192 3.3589
C 1.7147 -7.3477 4.5913
C 1.3204 -6.0607 4.9525
N 1.5689 -5.2009 3.9226
C 2.2094 -5.9097 2.9376
C 1.3405 -3.8541 3.9904
H 4.6075 -9.7407 2.7520
H 4.0015 -9.0896 4.3236
H 4.9645 -8.1061 3.3133
H 2.1753 -9.0134 2.4239
H 3.1652 -7.8532 1.5649
H 1.7585 -8.3206 5.0581
H 0.9466 -5.6114 5.8607
H 2.5501 -5.5498 1.9781
H 2.0410 -3.4165 4.7016
H 0.3012 -3.6468 4.2455
H 1.4684 -3.4496 2.9864
C 8.1483 6.0403 3.6125
C 7.0566 6.8693 4.4321
N 5.7093 6.2403 4.3574
C 5.4289 4.9421 4.7732
C 4.0760 4.7394 4.4954
N 3.5972 5.7833 3.7091
C 4.5715 6.7783 3.7897
C 2.1841 5.8732 3.3181
H 8.2967 5.0232 3.9751
H 9.0715 6.6175 3.5609
H 7.8482 5.9139 2.5722
H 7.0331 7.8311 3.9199
H 7.3304 6.9659 5.4827
H 6.2248 4.3400 5.1861
H 3.5166 3.8576 4.7707
H 4.4558 7.7470 3.3262
H 1.6513 5.4014 4.1438
H 1.9431 5.1605 2.5294
H 1.8414 6.9032 3.2190
C -6.7642 0.5840 -4.9110
C -6.7386 2.1254 -4.8843
N -5.6793 2.6812 -4.0176
C -4.5266 2.1198 -3.5939
C -3.8065 3.1326 -2.9259
N -4.4144 4.3249 -3.1009
C -5.6106 4.0299 -3.7141
C -3.9113 5.6704 -2.7714
H -7.0794 0.2916 -3.9093
H -5.8469 -0.0045 -4.9313
H -7.4581 0.1546 -5.6335
H -7.6755 2.6425 -4.6774
H -6.4670 2.4495 -5.8889
H -4.2958 1.0647 -3.5872
H -2.8003 3.0766 -2.5375
H -6.2933 4.7470 -4.1456
H -4.2826 6.3182 -3.5656
H -2.8630 5.8614 -2.5418
H -4.4761 5.9034 -1.8687
C 2.3446 -3.1276 -5.9265
C 3.4090 -2.8052 -4.8105
N 3.1730 -3.6618 -3.6315
C 2.9678 -3.1417 -2.3990
C 2.7947 -4.1886 -1.5515
N 2.9108 -5.3621 -2.2389
C 3.1499 -5.0590 -3.5509
C 2.6651 -6.7140 -1.7678
H 2.2124 -2.4177 -6.7430
H 1.3621 -3.0999 -5.4553
H 2.4470 -4.1180 -6.3699
H 3.3539 -1.7406 -4.5828
H 4.4339 -3.0036 -5.1240
H 2.8653 -2.0781 -2.2420
H 2.4552 -4.2525 -0.5282
H 3.2233 -5.7597 -4.3695
H 3.2271 -7.5100 -2.2562
H 1.6075 -6.9168 -1.9366
H 2.8495 -6.7543 -0.6943
C -0.6261 5.0062 -4.4680
C 0.5938 5.0914 -5.4281
N 0.4442 4.4394 -6.6828
C 0.4658 4.9572 -7.9638
C 0.2929 3.8821 -8.8426
N 0.1982 2.7531 -8.1493
C 0.1678 3.0568 -6.8374
C 0.2346 1.4223 -8.7533
H -0.2977 5.6369 -3.6419
H -0.8410 4.0064 -4.0907
H -1.5277 5.3246 -4.9913
H 1.4308 4.5935 -4.9387
H 0.9077 6.1147 -5.6340
H 0.6796 5.9922 -8.1863
H 0.4321 3.8538 -9.9132
H -0.0422 2.3392 -6.0580
H -0.6767 1.4115 -9.3511
H 0.2332 0.6243 -8.0107
H 1.0806 1.3042 -9.4304
C 7.6279 3.2130 0.1542
C 6.2312 2.8782 0.7983
N 5.2237 2.7119 -0.2567
C 4.8537 1.4978 -0.7837
C 3.6305 1.7326 -1.4016
N 3.3563 3.0918 -1.2827
C 4.3746 3.6855 -0.6672
C 2.1612 3.7982 -1.6295
H 7.7222 4.1983 -0.3023
H 7.8415 2.4089 -0.5500
H 8.3752 3.3596 0.9340
H 6.0187 3.7619 1.4001
H 6.2505 2.0129 1.4608
H 5.4352 0.6392 -0.4817
H 2.9045 1.0398 -1.8008
H 4.4888 4.7413 -0.4708
H 1.6403 4.0004 -0.6936
H 1.5270 3.1267 -2.2083
H 2.3657 4.7287 -2.1591
C 1.7548 0.8973 7.1880
N 0.3107 1.3048 7.6698
C -0.2430 0.0354 8.3839
C 0.3338 2.4592 8.6777
C -0.6250 1.6354 6.4577
C -0.3918 2.9568 5.7435
O -0.9013 4.0170 6.5550
H 2.3370 0.7904 8.1032
H 2.1072 1.7510 6.6090
H 1.6680 -0.0340 6.6283
H 0.6010 -0.3641 8.9462
H -0.4646 -0.7334 7.6436
H -1.1320 0.3395 8.9364
H 0.8044 3.3492 8.2599
H 0.8958 2.1131 9.5452
H -0.6962 2.6625 8.9707
H -1.6244 1.6583 6.8923
H -0.5881 0.8197 5.7356
H -0.9610 3.0500 4.8186
H 0.6375 3.1812 5.4638
H -0.6608 4.8064 6.0644
C 7.3609 -0.9354 4.2399
N 6.4328 -2.0635 3.7178
C 7.2379 -3.4320 3.7007
C 5.2872 -2.3798 4.6199
C 5.7734 -1.7451 2.2980
C 6.8001 -1.6163 1.1402
O 7.4447 -0.4180 1.1510
H 6.8139 0.0063 4.1931
H 8.3027 -0.9086 3.6918
H 7.5590 -1.1108 5.2973
H 6.5113 -4.1900 3.4080
H 7.7137 -3.4886 4.6797
H 7.9491 -3.3792 2.8764
H 4.6222 -3.0969 4.1387
H 4.8042 -1.4147 4.7730
H 5.8101 -2.7582 5.4983
H 5.0186 -0.9640 2.3893
H 5.1661 -2.5830 1.9554
H 6.2514 -1.5011 0.2054
H 7.5106 -2.4426 1.1197
H 8.1998 -0.4368 0.5585
C -1.3136 -0.5283 -0.9396
N -0.8209 0.5511 0.0986
C 0.0835 1.5870 -0.5547
C -2.1217 1.0935 0.6751
C -0.0647 -0.1593 1.2568
C 1.3588 -0.7305 0.8888
O 2.2144 0.2745 0.7188
H -2.0966 -0.1376 -1.5896
H -1.7390 -1.3134 -0.3145
H -0.4604 -0.9345 -1.4827
H 0.4875 2.2789 0.1843
H -0.3947 2.1347 -1.3668
H 0.9216 1.1642 -1.1087
H -1.9575 1.9831 1.2831
H -2.5385 0.2057 1.1507
H -2.8081 1.2745 -0.1521
H -0.6968 -1.0083 1.5169
H -0.1188 0.5036 2.1204
H 1.3891 -1.4194 0.0447
H 1.7483 -1.3219 1.7175
H 2.4835 0.7119 1.5300
C 4.5925 0.5723 -5.6096
N 5.1028 1.7486 -6.5142
C 4.0824 2.8975 -6.6143
C 6.3659 2.3022 -5.8543
C 5.4164 1.1331 -7.8736
C 6.3453 1.8622 -8.8332
O 5.7352 3.0724 -9.2887
H 5.3229 -0.2367 -5.5923
H 3.7694 0.1366 -6.1759
H 4.2114 0.9514 -4.6614
H 3.8392 3.2966 -5.6296
H 3.2210 2.6432 -7.2319
H 4.6085 3.6757 -7.1672
H 6.7803 3.1567 -6.3893
H 7.1463 1.5453 -5.7753
H 6.0485 2.6276 -4.8636
H 4.4854 0.9714 -8.4169
H 5.8067 0.1491 -7.6140
H 6.6923 1.2279 -9.6489
H 7.2679 2.1165 -8.3114
H 6.3355 3.5523 -9.8640
C -3.6794 4.4167 3.0721
N -5.0474 3.9771 2.5091
C -4.9602 2.7679 1.5955
C -5.9956 3.5034 3.6043
C -5.6469 5.1878 1.6975
C -6.0720 6.3571 2.5518
O -5.0666 6.9594 3.3370
H -3.1366 4.7673 2.1943
H -3.2315 3.4641 3.3553
H -3.8606 5.0011 3.9741
H -5.9413 2.3983 1.2971
H -4.3732 2.0338 2.1472
H -4.4816 3.1623 0.6991
H -5.6414 2.5252 3.9295
H -6.9385 3.3458 3.0807
H -6.0121 4.2232 4.4227
H -6.5022 4.8710 1.1008
H -4.8381 5.4454 1.0137
H -6.8087 5.9954 3.2692
H -6.6476 7.1213 2.0295
H -5.3190 7.8321 3.6473
C -2.6785 -2.5363 2.7114
N -3.6681 -3.4433 3.4430
C -2.9831 -4.8378 3.4952
C -3.8923 -3.0213 4.8469
C -4.9961 -3.4568 2.6752
C -5.0853 -4.4020 1.4324
O -5.4668 -5.6662 1.8428
H -2.5686 -2.9770 1.7205
H -1.7883 -2.5354 3.3404
H -3.0599 -1.5166 2.7652
H -2.1514 -4.7770 4.1971
H -2.6843 -5.1218 2.4862
H -3.7395 -5.5255 3.8735
H -4.6162 -2.2064 4.8554
H -2.9348 -2.7280 5.2772
H -4.4087 -3.8392 5.3494
H -5.2084 -2.4381 2.3506
H -5.8649 -3.6300 3.3101
H -4.1681 -4.6038 0.8792
H -5.7286 -3.9655 0.6684
H -6.2029 -6.0094 1.3311
C -3.7204 -5.5869 -2.3057
N -3.2750 -4.6181 -3.4663
C -3.1951 -5.4057 -4.7915
C -4.4112 -3.6294 -3.5955
C -1.8764 -3.9664 -3.1972
C -1.5225 -2.6283 -3.9083
O -1.8904 -2.4839 -5.2701
H -3.6272 -5.0323 -1.3720
H -2.9588 -6.3615 -2.3963
H -4.7396 -5.9621 -2.3977
H -2.8988 -4.7573 -5.6161
H -4.1942 -5.7974 -4.9825
H -2.6164 -6.3265 -4.7191
H -4.2180 -2.7774 -4.2472
H -4.5755 -3.1675 -2.6219
H -5.2747 -4.1534 -4.0053
H -1.0710 -4.6825 -3.3609
H -1.8598 -3.7434 -2.1304
H -0.4510 -2.4526 -3.8132
H -1.9288 -1.8691 -3.2400
H -2.2917 -1.6230 -5.4093
B 3.0109 1.4970 3.7528
F 3.6883 1.7172 2.5828
F 2.0468 2.4428 3.8300
F 2.4184 0.2902 3.7470
F 3.8798 1.4694 4.8359
B -1.3684 5.3964 -0.0014
F -2.5159 6.2136 -0.1152
F -0.6943 5.6408 1.1236
F -1.8104 4.0381 0.0972
F -0.5339 5.6935 -1.0309
B -0.3879 -4.0449 0.3179
F -1.6957 -4.4547 0.1189
F 0.4412 -5.1722 0.2855
F -0.0184 -3.2214 -0.7059
F -0.1878 -3.4183 1.4911
B -3.4675 0.5933 4.5683
F -2.5065 0.7605 3.5886
F -4.6756 0.2416 4.0365
F -3.0653 -0.2221 5.5757
F -3.6509 1.8789 5.0766
B 5.3042 -5.5682 1.2082
F 4.3562 -4.6135 0.7694
F 5.1088 -6.6616 0.4024
F 6.5894 -5.0848 1.0814
F 4.9804 -5.7119 2.5125
B -3.3698 0.2429 -6.5173
F -2.0657 0.3982 -6.9787
F -4.0838 1.3791 -6.6308
F -4.0052 -0.7220 -7.3347
F -3.4032 -0.1642 -5.2160
B -5.0579 -1.1182 -0.5831
F -6.0245 -1.7778 -1.2551
F -5.6422 -0.4616 0.4638
F -4.0581 -1.9649 -0.1039
F -4.4791 -0.2047 -1.5095
B 1.0801 0.7241 -4.1674
F 1.8148 1.8549 -4.1674
F 1.6051 -0.2272 -3.2948
F -0.2566 0.9428 -3.8087
F 1.1417 0.1462 -5.4321
*
```

Results of the Mulliken charge analysis, in e, for atoms 1 through 8: -1.161 -0.080 0.386 -0.290 -0.678 0.299 -0.843 -0.668